No. 1
15
Properties=species:S:1:pos:R:3:mulliken_spin:R:1 method="wB97M-V/def2-TZVPD" s_squared=2.0057 lumo_energy_ha="0.02056 / -0.14525" gap_ha="0.1620 / 0.2319" spin_multiplicity=3
C 1.466 0.138 0.007 0.2176
N 2.780 0.393 -0.230 0.0211
N 0.504 1.120 0.151 0.0660
O 1.133 -1.039 0.098 0.2160
O -1.797 1.773 -0.483 0.0915
Si -1.467 -1.590 -0.092 0.4831
Si -1.155 0.611 0.514 0.6377
H 3.298 1.033 0.288 -0.0141
H 3.231 -0.471 -0.608 -0.0027
H 0.900 2.005 0.262 -0.0055
H -2.305 1.477 -1.185 0.0068
H -2.661 -1.578 -0.821 0.1129
H -1.690 -2.301 1.070 0.0244
H -0.604 -2.413 -0.941 0.0328
H -1.632 0.843 1.971 0.1123

---

No. 2
10
Properties=species:S:1:pos:R:3:lowdin_charge:R:1 method="wB97M-V/def2-TZVPD" smiles="NCC(=O)O" lumo_energy_ha=0.01852 gap_ha=0.3650
C -0.963 0.366 0.003 -0.2058
C 0.524 0.033 0.243 -0.5704
H -0.817 -0.610 -1.617 0.0800
H -2.067 -1.276 -0.832 0.0634
H -1.329 0.381 1.030 0.1304
H -1.004 1.333 -0.295 0.0813
H 1.936 0.681 1.615 0.1908
N -1.602 -0.414 -0.988 0.0209
O 1.071 -0.824 -0.402 0.0929
O 1.070 0.823 1.095 0.1166

---

No. 3
15
Properties=species:S:1:pos:R:3:lowdin_charge:R:1 method="wB97M-V/def2-TZVPD" smiles=CC(C)CC#N lumo_energy_ha=0.03127 gap_ha=0.4518
C -0.599 1.443 -0.258 -0.0843
C -0.460 0.056 0.375 -0.4243
C -0.861 -1.060 -0.610 -0.0726
C 0.958 -0.163 0.948 -0.1659
C 1.942 -0.540 -0.074 -0.2371
N 2.691 -0.880 -0.887 0.1461
H -0.193 2.226 0.393 0.0759
H -1.653 1.677 -0.445 0.0815
H -0.070 1.491 -1.217 0.0834
H -1.126 0.018 1.247 0.1281
H -0.832 -0.696 -1.642 0.0796
H -1.871 -1.431 -0.420 0.0751
H -0.180 -1.915 -0.562 0.0731
H 0.942 -0.965 1.695 0.1240
H 1.312 0.741 1.458 0.1174

---

No. 4
98
Properties=species:S:1:pos:R:3:lowdin_charge:R:1 method="wB97M-V/def2-TZVPD" smiles="CCOC(=O)C(F)(F)F.CCOC(=O)C(F)(F)F.CCOC(=O)C(F)(F)F.CCOC(=O)C(F)(F)F.O=C1CCCO1.O=C1CCCO1.CC#N.CC#N.CC#N" lumo_energy_ha=0.00902 gap_ha=0.3799
O -4.737 5.576 -0.365 0.0899
C -4.752 4.777 -1.292 -0.4847
O -5.695 4.719 -2.193 0.0582
C -5.441 3.729 -3.227 -0.1226
C -4.362 2.837 -2.626 -0.1643
C -3.724 3.647 -1.489 -0.0594
H -5.044 4.108 -4.169 0.1176
H -6.340 3.229 -3.587 0.1253
H -3.632 2.522 -3.371 0.0894
H -4.850 1.945 -2.233 0.1014
H -2.738 4.008 -1.780 0.1227
H -3.683 2.909 -0.688 0.1045
O -0.594 4.007 0.031 0.1031
C -0.669 3.721 1.218 -0.4727
O -0.526 2.499 1.769 0.0092
C -0.471 2.505 3.206 -0.1333
C -0.141 3.991 3.525 -0.1179
C -0.848 4.686 2.324 -0.0790
H 0.224 1.792 3.649 0.1181
H -1.456 2.292 3.620 0.1107
H 0.886 4.349 3.444 0.1149
H -0.481 4.251 4.528 0.1117
H -0.404 5.656 2.100 0.1293
H -1.915 4.856 2.473 0.1352
C 1.791 -1.850 5.999 -0.0827
C 3.186 -2.111 6.312 -0.2677
N 4.307 -2.307 6.490 0.1380
H 1.171 -2.710 5.746 0.0834
H 1.611 -0.955 5.403 0.0730
H 1.285 -1.422 6.865 0.0776
C 1.812 -0.618 -5.276 -0.0677
C 1.307 0.613 -4.680 -0.2974
N 0.925 1.570 -4.211 0.1496
H 1.475 -0.770 -6.301 0.0860
H 1.622 -1.451 -4.599 0.0761
H 2.896 -0.509 -5.307 0.0647
C -2.456 0.486 -5.431 -0.0572
C -1.752 -0.726 -4.947 -0.2841
N -1.240 -1.665 -4.577 0.1548
H -2.361 1.374 -4.806 0.0559
H -3.527 0.290 -5.484 0.0820
H -2.167 0.694 -6.461 0.0825
C -3.725 0.318 3.134 -0.0496
C -4.133 0.202 1.697 -0.1622
O -5.498 0.731 1.672 0.0549
C -6.192 0.639 0.608 -0.4208
O -5.822 0.091 -0.426 0.1255
C -7.542 1.350 0.697 -0.5223
F -8.533 0.549 0.327 0.1798
F -7.800 1.765 1.955 0.1552
F -7.561 2.434 -0.117 0.1546
H -3.894 1.307 3.560 0.0899
H -2.719 -0.090 3.234 0.0513
H -4.387 -0.391 3.631 0.0928
H -4.179 -0.855 1.433 0.1292
H -3.523 0.700 0.943 0.1199
C 6.463 -0.920 -4.798 -0.0659
C 6.076 0.272 -3.974 -0.2247
O 5.155 -0.075 -2.931 -0.0172
C 5.588 -0.530 -1.691 -0.2869
O 6.746 -0.407 -1.304 0.1416
C 4.472 -1.082 -0.747 -0.4804
F 3.326 -1.188 -1.462 0.1254
F 4.768 -2.296 -0.307 0.1800
F 4.216 -0.204 0.299 0.1266
H 7.085 -1.616 -4.234 0.0852
H 7.014 -0.514 -5.646 0.0851
H 5.599 -1.473 -5.167 0.0746
H 5.492 0.981 -4.561 0.1247
H 6.978 0.759 -3.604 0.1249
C 3.165 -4.912 0.484 -0.0291
C 3.192 -4.038 1.823 -0.1797
O 3.522 -4.849 2.927 -0.0117
C 4.813 -5.220 3.171 -0.2922
O 5.786 -5.058 2.396 0.1203
C 5.010 -5.976 4.488 -0.5510
F 5.845 -5.353 5.303 0.1769
F 3.790 -6.055 5.140 0.1087
F 5.488 -7.184 4.332 0.1968
H 2.883 -4.297 -0.371 0.0617
H 2.437 -5.706 0.656 0.0737
H 4.124 -5.374 0.248 0.0693
H 2.188 -3.710 2.092 0.1004
H 3.876 -3.192 1.880 0.1169
C -1.542 0.428 -1.602 -0.0389
C -0.240 0.156 -0.868 -0.2031
O -0.604 -0.284 0.403 0.0085
C 0.254 -0.875 1.248 -0.2992
O 1.499 -0.902 1.119 0.1236
C -0.466 -1.521 2.444 -0.5272
F 0.221 -2.571 2.964 0.1440
F -0.620 -0.693 3.470 0.1486
F -1.694 -1.882 2.084 0.1703
H -2.008 1.387 -1.374 0.0588
H -2.245 -0.390 -1.449 0.0925
H -1.338 0.512 -2.670 0.0364
H 0.298 1.098 -0.762 0.1312
H 0.403 -0.545 -1.400 0.1280

---

No. 5
68
Properties=species:S:1:pos:R:3:mulliken_spin:R:1 method="wB97M-V/def2-TZVPD" s_squared=1.7699 lumo_energy_ha="-0.60521 / -0.63627" charge=+4 gap_ha="0.1599 / 0.1292" spin_multiplicity=2
Al -3.055 -0.661 -1.554 -0.0011
C 1.219 3.985 -3.294 -0.2106
C -0.297 3.903 -3.074 -0.0797
O -0.621 4.332 -1.807 -0.4893
P -1.001 3.210 -0.653 0.0393
O -1.747 2.001 -1.116 -0.0173
O -1.755 4.077 0.461 -0.0191
C -3.047 4.470 0.220 -0.0035
C -3.707 4.663 1.614 -0.0019
O 0.374 2.948 0.118 -0.1126
C 1.005 4.087 0.793 -0.0087
C 2.337 3.632 1.414 -0.0018
H 1.612 5.000 -3.349 0.0063
H 1.832 3.582 -2.488 -0.0044
H 1.481 3.462 -4.213 -0.0138
H -0.627 4.609 -3.837 -0.0986
H -0.545 2.879 -3.355 0.0139
H -3.131 5.325 -0.450 0.0004
H -3.569 3.598 -0.176 0.0010
H -4.685 5.077 1.370 0.0000
H -3.909 3.765 2.197 0.0000
H -3.172 5.381 2.237 0.0001
H 1.262 4.820 0.028 -0.0012
H 0.340 4.662 1.437 -0.0031
H 2.901 4.476 1.813 0.0004
H 2.062 3.052 2.295 0.0006
H 2.982 3.065 0.743 -0.0006
C 2.110 -4.725 1.192 0.0049
C 2.340 -3.217 1.028 0.0188
O 1.298 -2.685 0.220 0.2109
P 1.153 -1.108 -0.148 -0.0369
O -0.234 -0.637 -0.621 0.1763
O 1.691 -0.325 1.188 0.0668
C 0.668 -0.020 2.169 -0.0013
C 1.227 -0.297 3.520 -0.0003
O 2.349 -0.920 -1.255 0.4245
C 2.146 -1.078 -2.692 0.0045
C 1.901 0.275 -3.311 0.0600
H 1.198 -4.985 1.730 0.0013
H 2.020 -5.254 0.243 0.0015
H 2.793 -5.133 1.937 -0.0007
H 2.278 -2.731 2.002 0.0086
H 3.295 -3.009 0.545 0.0232
H 0.352 1.001 1.951 0.0164
H -0.311 -0.475 2.018 0.0046
H 0.602 0.075 4.332 0.0012
H 1.319 -1.349 3.790 0.0004
H 2.179 0.198 3.714 0.0021
H 3.112 -1.465 -3.016 0.0226
H 1.417 -1.882 -2.795 0.0024
H 2.589 0.946 -2.796 -0.0005
H 1.956 0.221 -4.398 -0.0016
H 0.899 0.682 -3.176 0.0044
C -1.880 -6.084 -1.699 0.1620
C -0.951 -5.324 -0.844 0.0249
O -1.406 -5.099 0.511 0.5759
C -1.788 -3.779 0.890 -0.0514
O -1.949 -2.888 0.077 0.0812
O -1.868 -3.756 2.199 0.0274
C -2.378 -2.606 2.865 0.0046
H -2.804 -5.516 -1.801 0.0330
H -2.260 -7.022 -1.293 0.0076
H -1.509 -6.310 -2.699 0.0008
H -0.731 -4.344 -1.266 0.0126
H -0.015 -5.881 -0.793 0.1122
H -3.419 -2.382 2.630 0.0043
H -1.710 -1.811 2.536 -0.0035
H -2.217 -2.699 3.939 -0.0002

---

Sequential largest force on an atom output: 0.06472 0.09252 0.02116 0.08566 0.09359 Eh/bohr